Density functional theory data (wB97M-V/def2-TZVPD) for 7 unconnected molecules or ions with the total composition C32H62Br2IN3O8PS.

- Strongest force on any atom: 5.0 eV/Å
- Kohn-Sham gap: 6.2965 eV
- Total charge: +1
- E: -8207.46854 Ha

Atoms and positions in Å:
C 3.69 1.54 -2.49
C 3.12 2.35 -3.73
O 3.55 3.53 -3.90
O 2.19 1.87 -4.70
C 1.07 1.18 -4.10
C -0.37 1.70 -4.65
N -1.14 2.17 -3.50
C -2.52 1.80 -3.41
N -3.69 2.60 -3.79
P -4.67 2.91 -2.30
S -3.73 4.11 -1.07
N -2.81 0.59 -2.90
I -1.40 -0.76 -2.21
C -0.70 3.36 -2.81
Br -0.10 3.12 -0.90
C -0.65 4.69 -3.29
C -1.12 5.03 -4.77
Br 0.03 6.15 -2.13
H 4.77 1.83 -2.22
H 3.61 0.40 -2.59
H 3.05 1.83 -1.58
H 1.16 0.05 -4.32
H 1.04 1.25 -2.95
H -0.26 2.40 -5.54
H -0.88 0.75 -5.06
H -3.43 3.52 -4.18
H -5.97 3.43 -2.60
H -4.88 1.68 -1.57
H -3.80 0.28 -2.83
H -0.83 6.14 -4.95
H -0.60 4.45 -5.60
H -2.27 5.02 -4.92
C -1.21 -4.55 1.80
C 0.22 -4.69 1.33
C 0.21 -3.88 0.05
O -0.77 -2.85 0.22
C -1.55 -3.13 1.39
H -1.34 -4.73 2.87
H -1.85 -5.26 1.26
H 0.89 -4.23 2.06
H 0.53 -5.72 1.18
H -0.10 -4.50 -0.80
H 1.18 -3.44 -0.17
H -1.25 -2.42 2.17
H -2.61 -2.99 1.18
C 2.46 2.13 4.04
C 1.82 3.29 3.31
C 2.55 3.26 1.98
O 2.89 1.89 1.73
C 2.67 1.13 2.93
H 1.84 1.74 4.86
H 3.42 2.44 4.46
H 0.76 3.10 3.16
H 1.92 4.25 3.83
H 3.48 3.84 2.02
H 1.94 3.64 1.16
H 1.78 0.51 2.77
H 3.53 0.48 3.11
C -0.35 -9.44 3.56
C 1.08 -9.58 3.09
C 1.07 -8.77 1.81
O 0.09 -7.74 1.98
C -0.68 -8.02 3.15
H -0.48 -9.62 4.63
H -0.98 -10.15 3.02
H 1.76 -9.12 3.82
H 1.40 -10.61 2.94
H 0.77 -9.39 0.96
H 2.05 -8.33 1.59
H -0.39 -7.31 3.93
H -1.74 -7.89 2.94
C -5.50 -0.31 1.04
C -6.05 -0.43 2.44
C -4.80 -0.73 3.24
O -3.71 -0.08 2.57
C -4.16 0.36 1.28
H -6.14 0.27 0.37
H -5.36 -1.30 0.61
H -6.48 0.52 2.76
H -6.82 -1.20 2.55
H -4.58 -1.81 3.26
H -4.86 -0.37 4.27
H -4.25 1.45 1.31
H -3.42 0.09 0.52
C 5.23 3.67 -6.64
C 6.13 4.54 -7.48
C 6.26 3.72 -8.75
O 5.04 2.99 -8.89
C 4.30 3.08 -7.67
H 4.71 4.21 -5.85
H 5.82 2.87 -6.17
H 5.63 5.49 -7.70
H 7.10 4.76 -7.02
H 7.08 3.00 -8.68
H 6.42 4.34 -9.64
H 3.44 3.74 -7.85
H 3.92 2.10 -7.39
C -0.89 1.49 7.72
C -1.81 1.44 6.52
C -1.10 0.46 5.61
O -0.40 -0.46 6.47
C -0.41 0.05 7.80
H -1.38 1.83 8.63
H -0.05 2.15 7.51
H -2.79 1.04 6.82
H -1.98 2.41 6.05
H -0.36 0.96 4.98
H -1.79 -0.09 4.97
H -1.10 -0.56 8.39
H 0.59 -0.03 8.24

Density functional theory data (wB97M-V/def2-TZVPD) for 9 unconnected molecules or ions with the total composition C41H106N6O13.

- Strongest force on any atom: 2.1 eV/Å
- Kohn-Sham gap: 8.6224 eV
- Total charge: 0
- Energy relative to the best compared isomer or geometry (same formula, charge and spin): 46.7 kJ/mol
- SMILES: COC[C@H](C)N.COC[C@H](C)N.COCCNCCOC.COCCNCCOC.COCCNCCOC.COCCNCCOC.CC(C)O.CC(C)O.CC(C)O
- E: -2932.07385 Ha

Atoms and positions in Å:
C -0.33 6.45 0.92
C -1.21 7.61 0.48
C -2.39 7.17 -0.36
O -1.82 8.22 1.65
H -0.85 5.61 1.40
H 0.40 6.71 1.70
H 0.20 6.01 0.07
H -0.59 8.36 -0.02
H -2.80 6.27 0.09
H -2.09 6.95 -1.38
H -3.12 7.98 -0.34
H -1.20 8.14 2.39
C -3.67 1.08 8.99
C -3.09 1.75 7.76
C -1.91 1.04 7.18
O -4.08 1.85 6.71
H -4.28 1.84 9.51
H -2.89 0.83 9.72
H -4.32 0.23 8.81
H -2.74 2.76 8.01
H -2.16 0.48 6.26
H -1.44 0.28 7.81
H -1.14 1.71 6.79
H -4.85 2.30 7.08
C 3.76 0.59 4.30
C 4.49 0.12 5.54
C 4.21 1.00 6.74
O 4.06 -1.24 5.87
H 4.20 1.49 3.87
H 2.70 0.76 4.52
H 3.75 -0.16 3.50
H 5.57 0.04 5.39
H 4.58 1.99 6.42
H 4.81 0.78 7.62
H 3.17 1.11 7.01
H 4.13 -1.79 5.08
C 0.56 -1.52 -1.53
O 0.26 -2.57 -2.39
C 0.19 -2.13 -3.72
C -0.04 -3.35 -4.59
N 1.05 -4.30 -4.43
C 1.24 -5.28 -5.47
C 2.38 -6.17 -5.11
O 2.10 -6.82 -3.88
C 2.68 -8.11 -3.78
H 1.64 -1.28 -1.54
H 0.29 -1.71 -0.49
H -0.05 -0.64 -1.78
H 1.12 -1.60 -3.97
H -0.62 -1.38 -3.84
H -0.14 -3.03 -5.63
H -1.03 -3.74 -4.26
H 1.00 -4.71 -3.50
H 1.36 -4.82 -6.44
H 0.37 -5.96 -5.47
H 3.31 -5.60 -4.91
H 2.68 -6.83 -5.94
H 2.49 -8.50 -2.78
H 3.77 -8.08 -3.94
H 2.25 -8.78 -4.54
C -6.12 -7.83 0.62
O -7.16 -7.18 0.00
C -6.74 -6.38 -1.13
C -6.83 -4.90 -0.76
N -5.92 -4.08 -1.56
C -6.18 -2.66 -1.34
C -4.98 -1.85 -1.80
O -3.94 -2.09 -0.87
C -2.76 -1.35 -1.13
H -5.68 -8.59 -0.04
H -6.51 -8.34 1.49
H -5.30 -7.14 0.87
H -7.47 -6.62 -1.90
H -5.74 -6.67 -1.46
H -6.65 -4.79 0.32
H -7.86 -4.61 -0.95
H -4.98 -4.17 -1.16
H -6.35 -2.42 -0.28
H -7.08 -2.37 -1.89
H -5.24 -0.78 -1.74
H -4.76 -2.12 -2.85
H -2.13 -1.39 -0.25
H -3.03 -0.30 -1.30
H -2.23 -1.84 -1.95
C 3.60 1.50 -2.91
O 3.57 0.10 -3.12
C 3.59 -0.27 -4.49
C 3.93 -1.75 -4.60
N 3.29 -2.49 -5.66
C 3.27 -1.85 -6.96
C 2.45 -2.66 -7.92
O 2.56 -2.15 -9.21
C 2.52 -3.15 -10.17
H 4.27 1.96 -3.65
H 3.94 1.70 -1.91
H 2.62 1.94 -3.18
H 4.29 0.33 -5.09
H 2.58 -0.12 -4.92
H 3.76 -2.29 -3.67
H 5.01 -1.82 -4.79
H 2.41 -2.93 -5.38
H 4.27 -1.73 -7.42
H 2.92 -0.81 -6.93
H 1.38 -2.65 -7.65
H 2.88 -3.67 -7.88
H 1.66 -3.82 -10.04
H 3.44 -3.74 -10.14
H 2.50 -2.66 -11.14
C -4.36 1.67 1.48
O -3.29 0.84 1.89
C -3.59 0.18 3.13
C -3.39 -1.33 3.02
N -2.36 -1.93 3.94
C -1.01 -1.67 3.34
C 0.09 -2.33 4.16
O 0.05 -1.92 5.50
C 0.99 -2.68 6.24
H -4.10 2.10 0.51
H -4.51 2.51 2.16
H -5.29 1.12 1.30
H -4.63 0.37 3.41
H -2.95 0.62 3.91
H -3.13 -1.67 2.02
H -4.29 -1.87 3.33
H -2.26 -1.36 4.78
H -0.80 -0.60 3.34
H -0.98 -2.18 2.38
H 1.07 -1.96 3.81
H 0.05 -3.42 4.02
H 0.57 -3.69 6.29
H 1.12 -2.20 7.20
H 1.96 -2.69 5.73
C 2.85 5.96 -1.51
C 4.15 6.70 -1.39
C 4.04 8.00 -0.65
O 5.25 8.65 -0.47
C 5.95 8.89 -1.64
N 5.22 5.82 -0.90
H 2.47 5.64 -0.54
H 2.89 5.11 -2.19
H 2.13 6.58 -2.06
H 4.47 6.97 -2.41
H 3.64 7.83 0.35
H 3.29 8.59 -1.21
H 5.27 9.33 -2.39
H 6.29 7.96 -2.13
H 6.79 9.53 -1.44
H 4.95 5.04 -0.32
H 5.89 6.36 -0.37
C 1.01 2.03 -0.14
C 0.58 1.40 1.14
C 0.12 2.51 2.09
O -0.57 1.90 3.16
C -1.11 2.79 4.11
N -0.57 0.48 0.96
H 0.19 2.65 -0.56
H 1.12 1.29 -0.93
H 1.84 2.75 -0.12
H 1.40 0.85 1.61
H -0.57 3.16 1.52
H 0.94 3.10 2.51
H -1.52 3.71 3.65
H -0.34 3.10 4.82
H -1.93 2.30 4.63
H -1.39 1.05 0.80
H -0.69 0.17 1.93